[1]
A molecular structure, C11H25BF4MnNO2P2 in a non-equilibrium geometry. Source: OMol25; level of theory: ωB97M-V/def2-TZVPD.

```
47
Properties=species:S:1:pos:R:3:lowdin_charge:R:1
C -2.7983 0.8546 -3.0944 -0.02
C -1.6487 0.7368 -2.2461 -0.33
N -1.6893 -0.1183 -1.1281 0.00
C -2.7114 -0.9590 -0.9823 -0.34
C -3.7852 -0.9438 -1.8487 -0.04
C -3.8299 -0.0304 -2.8948 -0.05
C -0.4792 1.4361 -2.5955 -0.29
P 1.1503 1.0441 -2.0327 0.89
Mn -0.1091 -0.0054 0.2308 0.59
P -1.4996 -1.4628 1.4971 0.86
C -2.6318 -1.9231 0.1776 -0.26
O -1.1268 4.0734 -1.2924 -0.06
O 0.4144 3.5337 0.7740 -0.11
H -2.7862 1.5789 -3.9112 0.12
H -4.5834 -1.6727 -1.6893 0.13
H -4.6821 -0.0072 -3.5548 0.12
C 1.8136 0.2573 -3.4732 -0.19
C 2.2170 2.3421 -1.4384 -0.17
H -3.6310 -2.0009 0.5921 0.10
H -2.3561 -2.9160 -0.1806 0.11
H -0.9006 3.1844 -1.6418 -0.01
H -0.5466 2.1995 -3.3997 0.11
C -0.7831 -2.9714 2.1141 -0.20
C -2.5123 -0.6998 2.7675 -0.22
H -0.0758 1.9055 1.1513 0.09
H 0.2804 4.1204 1.5374 0.09
H -0.3182 3.7662 0.2158 -0.02
H -2.0887 3.9837 -1.1493 0.08
H 1.1138 -0.0574 -1.1013 0.02
H -0.1103 1.3581 1.5992 0.08
H 2.0299 1.0013 -4.2208 0.07
H 2.7154 -0.2645 -3.1348 0.07
H 1.0779 -0.4712 -3.8470 0.08
H 2.6410 2.8741 -2.2983 0.08
H 1.7098 3.0554 -0.7739 0.04
H 3.0045 1.8415 -0.8604 0.07
H -3.1655 -1.4587 3.2056 0.06
H -1.8516 -0.2881 3.5344 0.06
H -3.1145 0.1113 2.3500 0.06
H -1.4604 -3.4008 2.8475 0.07
H -0.6276 -3.6621 1.2871 0.07
H 0.1763 -2.7286 2.5669 0.05
F 2.7002 0.5204 1.2317 0.07
B 2.5200 -0.8351 1.6635 -1.17
F 1.8976 -1.5625 0.5574 0.02
F 3.7165 -1.4489 1.9972 0.15
F 1.5850 -0.8335 2.7468 0.07
```

HOMO (spin up / spin down) = -11.0 / -11.0 eV
Energy above the lowest of the compared OMol25 structures with the same formula, charge and spin = 1.190 eV
Charge = +1
Spin multiplicity = 4
E_tot = -2897.3099 Eh

***

[2]
3 unconnected molecules or ions with the total composition C11H25BrN3O in a non-equilibrium geometry. Source: OMol25; level of theory: ωB97M-V/def2-TZVPD.

```
41
Properties=species:S:1:pos:R:3:lowdin_charge:R:1
C 17.8664 -7.7143 4.5865 -0.08
C 18.7726 -7.8873 3.3615 -0.20
N 18.4846 -9.1249 2.6147 -0.13
C 18.8049 -10.4182 2.9347 -0.07
C 18.4630 -11.2253 1.8572 -0.07
N 17.6396 -10.4730 1.0484 -0.17
C 17.6075 -9.1823 1.5449 -0.14
C 16.8820 -11.0332 -0.0786 -0.04
H 17.9945 -8.5690 5.2507 0.06
H 16.8261 -7.5304 4.3180 0.08
H 18.1727 -6.9047 5.2490 0.04
H 19.8106 -7.9726 3.6831 0.08
H 18.5736 -7.0175 2.7355 0.10
H 19.3861 -10.5237 3.8389 0.04
H 18.6616 -12.2706 1.6720 0.11
H 16.9832 -8.3669 1.2105 0.08
H 16.0244 -10.3971 -0.2979 0.08
H 16.6446 -12.0884 0.0564 0.08
H 17.4319 -11.0115 -1.0194 0.07
C 22.5629 -4.7369 5.4441 0.00
N 22.0900 -6.0379 6.0950 -0.32
C 22.6098 -5.9768 7.5708 0.03
C 20.5685 -6.1975 6.0424 0.01
C 22.7641 -7.2475 5.4005 -0.07
C 22.4246 -8.6030 5.9955 -0.25
O 21.3909 -9.2302 5.3140 -0.15
H 22.3043 -3.8556 6.0311 0.10
H 21.9315 -4.5811 4.5693 0.11
H 23.6453 -4.7404 5.3158 0.11
H 22.0920 -5.1540 8.0638 0.10
H 23.6736 -5.7699 7.4541 0.10
H 22.5083 -6.8990 8.1430 0.10
H 20.2637 -6.3754 5.0111 0.07
H 20.1074 -5.2819 6.4126 0.11
H 20.2367 -7.0842 6.5825 0.12
H 23.8376 -7.0601 5.3738 0.13
H 22.4344 -7.0922 4.3732 0.14
H 22.1387 -8.6819 7.0444 0.12
H 23.2170 -9.3356 5.8427 0.13
H 20.9963 -10.0095 5.7123 -0.12
Br 19.3353 -11.3805 6.6417 -0.47
```

HOMO (spin up / spin down) = -3.2 / -6.8 eV
Spin multiplicity = 2
E_tot = -3247.4566 Eh

***

[3]
A molecular structure, C11H25Cl2FN3O5V in a non-equilibrium geometry. Source: OMol25; level of theory: ωB97M-V/def2-TZVPD.

```
48
Properties=species:S:1:pos:R:3:lowdin_charge:R:1
O -2.1715 -0.0722 2.6331 -0.28
V -1.8258 -1.2733 1.5656 1.15
O -0.6964 -2.1362 2.2632 -0.24
F -0.6247 -0.5321 0.5853 -0.36
C 1.8407 0.2495 -1.8921 -0.03
C 1.9251 -1.1371 -1.2980 -0.56
O 2.8335 -1.8985 -1.7052 0.00
N 1.0032 -1.5262 -0.4135 0.02
C 1.1060 -2.8825 0.1840 -0.04
H 2.7832 0.7593 -1.6927 0.11
H 1.0226 0.7905 -1.4165 0.00
H 1.6360 0.1385 -2.9569 0.04
H 0.3330 -0.8703 -0.0383 -0.07
H 0.2055 -3.3012 0.6335 0.06
H 1.7922 -2.7452 1.0197 0.06
H 1.4692 -3.4995 -0.6378 0.09
C -2.0540 2.3176 1.6274 -0.02
C -1.8589 2.5328 0.1891 -0.61
O -2.2350 3.5932 -0.3010 0.05
N -1.1693 1.6487 -0.4760 -0.03
C -0.7863 1.8256 -1.8942 -0.11
H -3.1025 2.3916 1.9160 0.11
H -1.5019 3.1544 2.0552 0.10
H -1.6015 1.4293 2.0682 0.02
H -0.8973 0.7506 -0.1024 0.04
H 0.3000 1.7547 -1.9491 0.05
H -1.2391 2.7469 -2.2607 0.11
H -1.0879 0.9476 -2.4655 -0.07
C 0.9687 2.1022 0.9821 0.04
C 1.6963 1.1988 1.9930 -0.51
O 2.5567 1.5649 2.7825 0.05
N 1.3019 -0.0769 1.8941 0.02
C 1.8479 -1.0734 2.8050 -0.06
H 0.7760 1.5561 0.0587 0.03
H 1.6481 2.8703 0.6125 0.11
H 0.1161 2.5571 1.4863 0.06
H 0.4719 -0.3097 1.3678 0.00
H 1.6100 -2.0679 2.4276 0.03
H 1.4117 -0.9738 3.7990 0.10
H 2.9369 -1.0416 2.8373 0.10
Cl -0.0320 -1.4228 -3.6878 0.71
C -1.2784 -2.0871 -2.6271 -0.59
C -1.9467 -1.0166 -1.7258 -0.60
Cl -2.7468 0.1897 -2.7452 0.72
H -0.8267 -2.8591 -2.0042 0.06
H -2.0194 -2.5815 -3.2553 0.07
H -1.1937 -0.3856 -1.2539 0.00
H -2.6965 -1.2999 -0.9871 0.06
```

HOMO = -9.0 eV
Energy above the lowest of the compared OMol25 structures with the same formula, charge and spin = 8.830 eV
Spin multiplicity = 1
E_tot = -2938.6095 Eh

***

[4]
3 unconnected molecules or ions with the total composition C11H25FNO12P2S2 in a non-equilibrium geometry. Source: OMol25; level of theory: ωB97M-V/def2-TZVPD.

```
54
Properties=species:S:1:pos:R:3:lowdin_charge:R:1
C -2.9431 0.4844 0.6892 0.05
C -2.6689 0.5194 -0.6092 -0.10
C -2.5047 0.0689 -2.1539 -0.20
C -1.1268 -0.7043 -2.4745 -0.23
C -0.7347 -1.8682 -1.4302 -0.24
S 1.0815 -1.6098 -0.9718 0.62
O 1.9021 -1.8666 -2.2413 -0.42
O 1.2384 -0.1705 -0.4808 -0.41
N 1.4463 -2.8067 0.2134 -0.38
S 2.9645 -2.5167 0.9560 0.70
O 4.0623 -2.6728 -0.0902 -0.38
O 3.0340 -1.2023 1.7136 -0.38
F 3.3019 -3.7418 2.1284 -0.29
H -3.0216 0.5695 1.8417 0.04
H -3.4527 -0.5030 -2.5235 0.11
H -2.5085 1.0632 -2.7673 0.10
H -0.2163 0.0047 -2.6467 0.12
H -1.2806 -1.2310 -3.5062 0.12
H -0.8425 -2.9440 -1.8455 0.11
H -1.3030 -1.8445 -0.4320 0.09
C -6.5086 2.3669 -3.9052 -0.10
O -6.1077 2.9367 -5.1408 -0.22
P -4.7407 3.7730 -5.1337 0.40
O -3.6116 3.1198 -4.4326 -0.23
O -5.1646 5.1990 -4.5267 -0.22
C -6.3631 5.8029 -4.9861 -0.11
O -4.4927 4.0759 -6.6874 -0.22
C -3.3056 4.7798 -7.0165 -0.10
H -7.5796 2.1614 -3.9490 0.09
H -5.9714 1.4307 -3.7417 0.09
H -6.3168 3.0532 -3.0761 0.09
H -7.1936 5.4804 -4.3547 0.09
H -6.5733 5.5449 -6.0267 0.09
H -6.2599 6.8866 -4.9057 0.09
H -3.4114 5.8325 -6.7437 0.09
H -3.1450 4.7071 -8.0934 0.09
H -2.4422 4.3495 -6.5047 0.09
C 5.4358 -0.3677 6.9942 -0.11
O 4.8486 -1.6573 6.9741 -0.22
P 5.8461 -2.8962 6.7772 0.40
O 7.0665 -2.8572 7.6190 -0.25
O 6.1286 -2.9177 5.1987 -0.22
C 5.0333 -2.7388 4.3078 -0.10
O 4.8966 -4.1654 7.0160 -0.22
C 5.5128 -5.4406 6.9538 -0.11
H 4.6644 0.3686 6.7624 0.09
H 5.8380 -0.1633 7.9886 0.09
H 6.2320 -0.2876 6.2493 0.09
H 4.9123 -1.6743 4.0985 0.09
H 4.1051 -3.1375 4.7229 0.09
H 5.2522 -3.2580 3.3743 0.08
H 5.7310 -5.6961 5.9142 0.09
H 4.8233 -6.1808 7.3634 0.09
H 6.4337 -5.4583 7.5409 0.08
```

HOMO = -5.6 eV
Energy above the lowest of the compared OMol25 structures with the same formula, charge and spin = 2.367 eV
Charge = -1
Spin multiplicity = 1
E_tot = -2970.7583 Eh

***

[5]
A molecular structure, C11H25FeN5O8 in a non-equilibrium geometry. Source: OMol25; level of theory: ωB97M-V/def2-TZVPD.

```
50
Properties=species:S:1:pos:R:3:lowdin_charge:R:1
O 1.1920 3.6710 -0.1814 -0.13
H 0.5526 4.3930 -0.2270 0.12
Fe -0.3213 -0.0957 -0.6643 0.83
N -1.9490 0.8303 -0.9231 -0.16
N -0.5427 0.7687 1.0642 -0.09
N -0.1146 -1.2974 -2.1318 -0.14
N 1.2207 -1.0907 -0.1745 -0.14
O -2.5683 0.6470 -2.0380 0.00
O -1.0494 -1.3731 -3.1300 -0.03
O 2.0154 -0.7272 0.8603 -0.05
O 0.3518 0.7821 2.0100 -0.02
C -1.6917 1.4697 1.2690 -0.21
C -2.4542 1.5998 0.0785 -0.20
C 0.9640 -2.0908 -2.2220 -0.25
C 1.7183 -2.0304 -1.0040 -0.25
C -3.6096 2.5148 -0.0946 0.01
H -3.2785 3.5607 -0.1931 0.11
H -4.2630 2.4744 0.7849 0.09
H -4.1830 2.2460 -0.9844 0.09
C -2.0070 2.0100 2.6106 0.01
H -1.2563 2.7391 2.9394 0.10
H -2.0351 1.2018 3.3532 0.11
H -2.9835 2.5011 2.6123 0.08
C 1.3310 -2.8672 -3.4308 -0.01
C 2.9264 -2.8332 -0.6809 -0.02
H 1.1790 -2.2959 -4.3499 0.09
H 0.7677 -3.8004 -3.5146 0.09
H 2.3859 -3.1448 -3.3917 0.08
H 3.2027 -2.6777 0.3698 0.08
H 3.7851 -2.5430 -1.3097 0.10
H 2.7434 -3.9081 -0.8452 0.09
H -1.7413 -0.6857 -2.8633 0.08
H 1.3714 -0.1024 1.4144 0.05
C 2.2228 3.9835 0.7107 -0.12
H 1.8783 4.6477 1.5081 0.09
H 3.0521 4.4599 0.1859 0.09
H 2.5814 3.0534 1.1820 0.10
O 0.7710 1.4512 -1.5047 -0.06
H 0.9459 2.3173 -0.9929 0.05
H 1.2477 1.4603 -2.3489 0.10
N -2.1643 -4.5501 1.9033 0.16
C -2.5122 -3.8594 0.6442 -0.05
C -1.7416 -2.5436 0.7401 -0.61
O -2.0580 -1.6738 -0.1321 -0.03
O -0.8873 -2.4658 1.6618 0.00
H -1.8945 -5.5205 1.7311 0.17
H -2.9812 -4.5688 2.5157 0.17
H -1.3828 -3.9580 2.3059 0.14
H -2.1596 -4.4389 -0.2089 0.14
H -3.5856 -3.6904 0.5721 0.14
```

HOMO (spin up / spin down) = -8.3 / -10.4 eV
Energy above the lowest of the compared OMol25 structures with the same formula, charge and spin = 0.000 eV
Charge = +1
Spin multiplicity = 6
E_tot = -2573.1026 Eh